#1
Molecular formula: C4H4F2
Method: DFT, wB97M-V/def2-TZVPD

XYZ file:
```
10
Properties=species:S:1:pos:R:3:lowdin_charge:R:1
C -1.7647 -0.5589 -0.0391 0.040
C -0.4379 -0.5594 0.0649 -0.114
C 0.4120 0.6125 0.0969 -0.305
F -0.2577 1.7714 0.0277 0.065
C 1.7357 0.5896 -0.0294 -0.037
F 2.3975 -0.6187 -0.0123 -0.013
H -2.3000 0.3767 -0.1970 0.068
H -2.2899 -1.4954 -0.0866 0.057
H 0.0337 -1.5101 0.2931 0.109
H 2.4712 1.3923 -0.1183 0.130
```

## Properties
LUMO level: 0.74 eV
Orbital gap: 9.93 eV



#2
Molecular formula: C4H4F2
Method: DFT, wB97M-V/def2-TZVPD

XYZ file:
```
10
Properties=species:S:1:pos:R:3:lowdin_charge:R:1
C -0.8864 -0.1533 -0.7077 -0.050
C -0.3586 0.4393 0.4114 -0.065
C -0.2541 -1.1991 0.0176 -0.033
C 0.7987 -0.5063 0.6474 -0.226
F 1.1596 -0.7078 1.9452 -0.004
F 1.3770 1.9174 -1.4166 -0.147
H -1.2462 0.1909 -1.6566 0.115
H 1.0985 1.1119 -0.8818 0.082
H -0.8586 0.9607 1.3278 0.188
H -0.8301 -2.0538 0.3135 0.142
```

## Properties
LUMO level (alpha / beta): 0.02 / 0.02 eV
Orbital gap (alpha / beta): 8.40 / 8.40 eV



Which of them is most stable, and which least? Most stable: #1; least stable: #2.



#1
Molecular formula: C4H4F2
Method: DFT, wB97M-V/def2-TZVPD

XYZ file:
```
10
Properties=species:S:1:pos:R:3:lowdin_charge:R:1
C 1.8657 -0.0570 -0.1725 0.001
C 0.6594 0.4331 0.2158 -0.171
C -0.5223 -0.3976 0.0086 -0.081
C -1.7326 0.0519 -0.0618 -0.484
F -2.7914 -0.6875 -0.0091 0.158
F -2.0608 1.2871 -0.1673 0.176
H 1.9565 -1.1000 -0.5806 0.077
H 2.7368 0.5510 -0.2619 0.034
H 0.4319 1.4233 0.7505 0.134
H -0.5433 -1.5044 0.2781 0.155
```

## Properties
LUMO level: 1.05 eV
Orbital gap: 9.98 eV



#2
Molecular formula: C4H4F2
Method: DFT, wB97M-V/def2-TZVPD

XYZ file:
```
10
Properties=species:S:1:pos:R:3:lowdin_charge:R:1
C 1.2667 0.0795 0.3723 -0.053
C 0.0636 -0.1765 -0.5543 -0.185
C -1.2073 0.5477 -0.1996 -0.214
F -1.6179 1.7033 0.1761 0.155
C -1.2235 -0.7315 0.0578 -0.086
F -1.9581 -1.8977 0.0636 0.050
H 0.7880 0.7944 1.0665 0.082
H 1.9455 0.7900 -0.1598 0.089
H 1.7075 -0.7534 0.7962 0.044
H 0.2357 -0.3556 -1.6188 0.118
```

## Properties
LUMO level: 0.42 eV
Orbital gap: 9.77 eV



Which of them is most stable, and which least? Most stable: #1; least stable: #2.



#1
Molecular formula: C3H6N4O
Method: DFT, wB97M-V/def2-TZVPD

XYZ file:
```
14
Properties=species:S:1:pos:R:3:lowdin_charge:R:1
C -0.0590 -1.8505 -0.8922 -0.117
N 0.7819 -0.6562 -1.0488 0.034
C 0.4992 0.2544 -0.2596 -0.544
N 1.3819 1.2968 -0.1014 0.090
N -0.6716 0.3344 0.5227 0.163
C -1.0929 1.2528 1.1822 -0.168
N -1.6026 2.3300 1.4437 0.037
O -1.9532 2.8590 2.6601 0.029
H 0.5105 -2.6447 -0.5008 0.049
H -0.4520 -2.0987 -1.8993 0.084
H -0.7734 -1.6712 -0.0861 0.056
H 1.1070 2.2168 0.4245 0.134
H 2.0643 1.3411 -0.9114 0.123
H -2.1656 3.6837 2.4142 0.031
```

## Properties
LUMO level: 0.09 eV
Orbital gap: 9.06 eV



#2
Molecular formula: C3H6N4O
Method: DFT, wB97M-V/def2-TZVPD

XYZ file:
```
14
Properties=species:S:1:pos:R:3:lowdin_charge:R:1
H 1.4145 0.6538 2.4267 0.088
N 1.6877 0.1141 1.6154 0.216
C 0.9078 -0.3959 0.8495 -0.121
N -0.7962 -0.3482 0.5679 0.000
C -1.4992 0.8671 0.1825 -0.097
C 0.3946 -1.1666 -0.3687 -0.656
O 0.3374 -2.3993 -0.3276 -0.005
N 0.6079 -0.4630 -1.6079 0.020
N 1.6697 0.1417 -1.7616 0.110
H 1.6722 0.5485 -2.7105 0.070
H -1.3703 -1.1240 0.8791 0.131
H -0.7731 1.6504 -0.0400 0.080
H -2.1357 1.2063 1.0019 0.078
H -2.1172 0.7152 -0.7065 0.084
```

## Properties
LUMO level: 0.48 eV
Orbital gap: 9.33 eV



#3
Molecular formula: C3H6N4O
Method: DFT, wB97M-V/def2-TZVPD

XYZ file:
```
14
Properties=species:S:1:pos:R:3:lowdin_charge:R:1
H -0.0777 2.4971 0.8487 0.056
N -0.5104 1.6238 1.1713 0.137
C 0.0169 0.6850 0.4729 -0.415
N 0.8439 0.9979 -0.5566 0.103
C 0.6160 0.2759 -1.5993 -0.228
O 1.4842 0.3520 -2.6111 0.067
C -0.4178 -0.8055 0.7828 -0.456
N -1.7201 -1.0406 1.1208 0.112
N 0.4662 -1.7462 0.8307 0.110
H 1.3827 -1.3806 0.5458 0.043
H -0.2578 -0.3443 -1.8493 0.161
H 2.1749 0.9945 -2.3764 0.124
H -2.1760 -0.2316 1.5365 0.087
H -1.8249 -1.8774 1.6833 0.100
```

## Properties
LUMO level: 0.50 eV
Orbital gap: 10.07 eV



#4
Molecular formula: C3H6N4O
Method: DFT, wB97M-V/def2-TZVPD

XYZ file:
```
14
Properties=species:S:1:pos:R:3:lowdin_charge:R:1
C -0.1531 -0.2738 0.5088 -0.414
C 1.0043 -0.1692 1.1210 -0.081
C 0.9756 1.2318 -0.8292 -0.509
H -1.2116 -1.9573 -0.1840 0.125
H -0.9072 -2.1867 1.4873 0.233
H 1.5507 -0.5425 2.0583 0.140
H 2.1613 1.5447 1.0250 0.244
H -1.6545 -0.9442 -1.1979 0.201
H -2.0237 0.9934 -0.9158 0.177
N -1.1994 -1.1765 0.7007 -0.022
N 1.6985 0.7472 0.2388 0.052
N -0.1479 0.5048 -0.6956 -0.179
N -1.1934 0.3133 -1.4432 0.016
O 1.1004 1.9149 -1.8741 0.017
```

## Properties
LUMO level: -0.11 eV
Orbital gap: 8.07 eV



Which of them is most stable, and which least? Most stable: #3; least stable: #4.



#1
Molecular formula: C3H6N4O
Method: DFT, wB97M-V/def2-TZVPD

XYZ file:
```
14
Properties=species:S:1:pos:R:3:lowdin_charge:R:1
C 0.2209 0.2001 2.9570 0.038
C 0.2184 -0.0046 -0.0853 -0.700
C -1.1910 -1.3350 -2.1171 -0.112
H 0.2266 0.5315 3.9550 0.014
H -0.2232 -0.8005 2.8634 0.061
H 1.1668 1.8331 0.4793 0.143
H 1.6413 0.5871 -1.6186 0.197
H -2.5850 -1.4366 -2.8666 0.184
H -0.6170 -2.0248 -1.0695 0.184
N 0.5519 1.3106 2.0933 0.020
N 0.6385 0.9832 0.7339 -0.015
N 0.6433 0.0216 -1.3885 -0.010
N -0.4631 -0.2575 -2.5961 -0.023
O -0.5867 -0.7823 0.2288 0.017
```

## Properties
LUMO level: 0.21 eV
Orbital gap: 9.27 eV



#2
Molecular formula: C3H6N4O
Method: DFT, wB97M-V/def2-TZVPD

XYZ file:
```
14
Properties=species:S:1:pos:R:3:lowdin_charge:R:1
H -1.4758 -0.4159 -2.2588 0.077
N -0.6695 -0.1473 -1.6962 0.143
C -0.6757 -0.5884 -0.4638 -0.414
N -1.1159 -1.7712 0.0152 0.159
C 0.1816 0.2845 0.3159 -0.366
N 0.9026 -0.1495 1.4695 0.099
N -0.2137 1.7229 0.1343 0.142
C 0.6286 1.2795 -0.8684 -0.423
O 1.6831 1.6407 -1.3248 0.081
H -1.3412 -2.5049 -0.6390 0.108
H -0.7137 -2.0434 0.9040 0.097
H 1.9010 0.0099 1.3622 0.090
H 0.5996 0.3343 2.3091 0.083
H 0.3089 2.3488 0.7408 0.125
```

## Properties
LUMO level: 0.63 eV
Orbital gap: 8.85 eV



#3
Molecular formula: C3H6N4O
Method: DFT, wB97M-V/def2-TZVPD

XYZ file:
```
14
Properties=species:S:1:pos:R:3:lowdin_charge:R:1
C -2.1848 0.4913 0.5097 -0.175
C -1.2502 -0.1707 -0.5095 -0.363
C 1.1240 -0.2141 -0.1316 -0.524
H -1.9163 1.8551 0.6029 0.147
H -1.8888 -0.2134 1.4751 0.091
H -3.5642 0.3690 0.1730 0.158
H -1.7580 -1.0169 -0.9690 0.083
H -1.0831 0.5089 -1.3750 0.101
H 2.4623 -1.9798 0.2704 0.191
N 0.0488 -0.8243 -0.0938 0.078
N 2.3452 -0.9269 0.1178 0.053
N 3.3717 -0.0488 0.2431 0.040
N 2.8737 1.1285 -0.0708 0.070
O 1.4197 1.0422 -0.2423 0.050
```

## Properties
LUMO level: 0.38 eV
Orbital gap: 9.74 eV



#4
Molecular formula: C3H6N4O
Method: DFT, wB97M-V/def2-TZVPD

XYZ file:
```
14
Properties=species:S:1:pos:R:3:lowdin_charge:R:1
H -0.9472 2.6204 -0.5478 0.128
N -0.0014 1.9251 -0.2268 0.032
C -0.0722 0.6098 0.1078 -0.405
C -1.1684 -0.2049 0.2943 -0.356
O -2.4609 0.1557 0.4850 0.021
C -0.8042 -1.5025 -0.0336 -0.075
N 0.5843 -1.6786 -0.0097 0.037
N 1.0660 -0.2232 0.0681 -0.207
N 2.4013 0.1537 0.4331 0.026
H -2.6293 0.8452 -0.2708 0.156
H -1.6940 -2.1761 -0.2095 0.150
H 0.8151 -1.8983 -1.1881 0.224
H 2.4164 0.9739 -0.3878 0.159
H 2.4945 0.3995 1.4858 0.112
```

## Properties
LUMO level: 0.40 eV
Orbital gap: 8.61 eV



Which of them is most stable, and which least? Most stable: #2; least stable: #1.



#1
Molecular formula: C3H6N4O
Method: DFT, wB97M-V/def2-TZVPD

XYZ file:
```
14
Properties=species:S:1:pos:R:3:lowdin_charge:R:1
C -2.6743 -0.0580 0.2738 -0.200
C 0.7675 0.3404 -0.0537 -0.333
C 2.0951 1.1556 0.0734 -0.015
H -2.7674 -0.5700 1.4630 0.118
H -2.7816 1.2940 0.4103 0.147
H -3.5731 -0.4370 -0.4391 0.082
H -1.0701 -1.1565 -0.2902 0.064
H 2.2667 2.1903 -0.1716 0.110
H 2.8237 -1.4729 -0.9064 0.225
N -1.4682 -0.2811 -0.5485 -0.120
N -0.4377 0.6510 -0.0903 0.031
N 3.0285 0.3024 -0.0087 -0.031
N 2.6683 -0.9424 0.1417 -0.013
O 1.1227 -1.0157 0.1463 -0.064
```

## Properties
LUMO level: 0.26 eV
Orbital gap: 9.03 eV



#2
Molecular formula: C3H6N4O
Method: DFT, wB97M-V/def2-TZVPD

XYZ file:
```
14
Properties=species:S:1:pos:R:3:lowdin_charge:R:1
C -2.0931 -0.7897 -0.7150 -0.067
C 0.0528 1.2730 -0.1517 -0.234
C 1.4962 -0.1717 -0.0192 -0.516
H -2.0091 -0.0801 -1.5909 0.117
H -1.4804 -1.6343 -0.6658 0.055
H -3.0217 -1.3924 -0.6992 0.101
H -0.4588 2.0446 -0.6807 0.137
H 2.0444 -1.9175 0.1100 0.119
H 0.6541 -0.4857 1.8396 0.151
N -0.6406 0.4860 0.5166 -0.128
N 1.3877 1.1879 -0.3457 0.132
N 2.3842 -0.9548 -0.4174 0.105
N 0.2308 -0.6847 0.8518 0.115
O -1.9998 0.1693 0.3457 -0.086
```

## Properties
LUMO level: 0.65 eV
Orbital gap: 9.83 eV



Which of them is most stable, and which least? Most stable: #2; least stable: #1.



#1
Molecular formula: C3H6N4O
Method: DFT, wB97M-V/def2-TZVPD

XYZ file:
```
14
Properties=species:S:1:pos:R:3:lowdin_charge:R:1
C 2.4124 -1.7747 -0.2431 -0.032
C 2.0867 -0.3578 -0.0875 -0.406
C -1.2587 0.8198 0.7019 -0.073
N 2.4242 0.7277 -0.5454 0.081
N 1.9329 1.9202 -0.0766 -0.028
N 0.7572 1.8301 0.3258 -0.164
N 0.1476 0.7799 0.3462 -0.075
O 1.6151 -1.2237 0.8618 0.031
H 1.8983 -2.2939 -1.0689 0.111
H 3.3073 -2.2940 0.0667 0.101
H -1.9210 0.3160 0.0333 0.064
H -1.2646 0.4088 1.7533 0.097
H -1.5565 1.8693 0.7944 0.060
H 0.3395 2.8614 0.5841 0.234
```

## Properties
LUMO level: 0.83 eV
Orbital gap: 9.08 eV



#2
Molecular formula: C3H6N4O
Method: DFT, wB97M-V/def2-TZVPD

XYZ file:
```
14
Properties=species:S:1:pos:R:3:lowdin_charge:R:1
N 2.1436 1.0014 0.0775 0.042
C 0.7934 0.3706 0.0628 -0.157
C -0.6057 0.8503 -0.3043 -0.017
N -1.3997 -0.2504 -0.2094 -0.294
N -2.7714 -0.1017 0.2899 0.036
N -0.6760 -1.3870 -0.1623 0.086
C 0.6018 -1.1214 -0.0395 -0.351
O 1.7530 -1.8382 -0.0318 0.056
H 2.5477 1.3978 -0.7178 0.042
H 2.3960 1.4866 0.9301 0.068
H -0.8725 1.9694 -0.2714 0.128
H -2.8294 -0.9779 0.8723 0.080
H -3.6209 -0.0848 -0.6358 0.192
H 2.5403 -1.3148 0.1397 0.090
```

## Properties
LUMO level: 0.78 eV
Orbital gap: 9.07 eV



#3
Molecular formula: C3H6N4O
Method: DFT, wB97M-V/def2-TZVPD

XYZ file:
```
14
Properties=species:S:1:pos:R:3:lowdin_charge:R:1
C 2.6710 -0.2787 -0.0144 -0.069
O 1.4512 0.3460 0.0318 -0.022
C 0.2756 -0.2128 0.0117 -0.423
N -0.1648 -1.4277 -0.0763 0.062
N -1.5612 -1.4716 -0.0257 0.034
C -1.8997 -0.2524 0.0361 -0.171
N -0.8069 0.6319 0.1056 -0.086
N -0.7933 1.9659 -0.1826 0.117
H 3.1582 -0.1911 0.9689 0.093
H 3.3895 0.4454 -0.4345 0.103
H 2.6137 -1.3086 -0.3008 0.094
H -2.8641 0.2022 0.2124 0.117
H -1.0388 2.4296 0.6582 0.086
H 0.1341 2.2283 -0.3056 0.065
```

## Properties
LUMO level: 0.61 eV
Orbital gap: 9.81 eV



#4
Molecular formula: C3H6N4O
Method: DFT, wB97M-V/def2-TZVPD

XYZ file:
```
14
Properties=species:S:1:pos:R:3:lowdin_charge:R:1
H -1.6256 -1.7178 -1.5098 0.061
N -1.6978 -1.0468 -0.6928 0.070
C -0.4666 -0.7613 -0.2142 -0.391
N 0.8558 -1.0510 -0.8279 0.114
C 1.7192 0.0633 -0.5961 -0.385
O 2.8040 0.3619 -1.0677 0.068
C 0.8458 0.7562 0.6548 -0.134
N -0.3365 0.0784 0.9141 -0.161
N -1.4430 1.1809 0.9995 0.025
H 0.7958 -1.7118 -1.7690 0.221
H 1.6909 0.5364 1.5064 0.172
H 0.6751 1.7283 0.3338 0.083
H -1.7915 0.9939 2.1039 0.149
H -2.0257 0.5896 0.1649 0.109
```

## Properties
LUMO level: 0.55 eV
Orbital gap: 10.04 eV



Which of them is most stable, and which least? Most stable: #3; least stable: #1.